[1]
{"formula": "C4H3NO2S", "method": "ωB97M-V/def2-TZVPD", "multiplicity": 1, "homo_ha": -0.3828, "smiles": "N#C[C@@]1(O)CSC1=O", "fmax_ev_per_a": 2.3, "lumo_ev": 0.10, "total_charge": 0, "orbital_gap_ha": 0.3863, "elements": ["C", "C", "C", "C", "H", "H", "H", "N", "O", "O", "S"], "coordinates": [[0.580999, 0.133104, 0.392696], [-0.509475, 1.051929, 0.865893], [-0.469066, -0.790038, -0.390266], [1.568597, 0.701791, -0.536742], [1.453362, -1.486539, 1.099992], [-0.571892, 1.145418, 1.977609], [-0.404105, 2.043477, 0.436009], [2.317674, 1.110562, -1.321222], [1.172074, -0.618244, 1.455857], [-0.374639, -1.874557, -0.866186], [-1.881681, 0.242838, -0.060745]], "forces_ev_per_angstrom": [[-0.1, -2.3, -0.2], [-0.4, 1.8, 0.7], [0.0, -0.2, 0.2], [0.9, 0.5, -0.8], [-0.1, 0.6, 0.1], [-0.2, -0.4, -1.0], [0.2, 0.2, 0.3], [-0.9, -0.5, 1.0], [-0.1, 0.2, -0.8], [0.3, 0.5, 0.1], [0.6, -0.3, 0.5]], "nbo_charge": [0.04, -0.51, 0.44, 0.24, 0.49, 0.26, 0.24, -0.26, -0.67, -0.50, 0.24]}

***

[2]
{"formula": "C4H10N4O", "method": "ωB97M-V/def2-TZVPD", "multiplicity": 1, "homo_ha": -0.2641, "smiles": "CN/C(N)=C(\\N)C(N)=O", "fmax_ev_per_a": 3.0, "lumo_ev": 0.75, "total_charge": 0, "orbital_gap_ha": 0.2915, "elements": ["C", "N", "C", "C", "C", "N", "N", "N", "O", "H", "H", "H", "H", "H", "H", "H", "H", "H", "H"], "coordinates": [[-1.954058, 0.142569, 0.941479], [-1.604804, -0.127584, -0.448959], [1.739340, -0.362559, 0.547998], [0.564342, -0.761069, -0.272467], [-0.275919, 0.135214, -0.892443], [2.411370, 0.752013, 0.156002], [0.320867, -2.119285, -0.250246], [0.094790, 1.462636, -1.236623], [2.143348, -1.087420, 1.446645], [-2.304758, 0.243165, -1.080585], [3.155556, 1.058279, 0.764902], [1.915673, 1.437403, -0.406729], [0.773868, -2.600839, 0.515947], [-0.632169, -2.394780, -0.431130], [-0.659760, 2.126208, -1.120122], [0.485805, 1.518134, -2.166620], [-1.525214, 1.060747, 1.359947], [-1.604182, -0.686372, 1.555751], [-3.044094, 0.203542, 1.017252]], "forces_ev_per_angstrom": [[0.1, -0.2, 0.1], [-0.9, 0.6, -2.1], [1.2, -0.4, -1.1], [0.4, 0.5, -0.7], [-0.3, -0.6, 2.9], [0.0, 0.4, 0.2], [-0.2, -0.1, 0.5], [0.1, -0.1, -0.1], [-0.3, 0.1, 0.2], [0.0, -0.1, 0.1], [-0.1, 0.0, 0.0], [0.1, -0.2, 0.2], [-0.1, 0.1, 0.0], [0.0, 0.0, 0.0], [0.0, 0.0, -0.1], [-0.1, 0.1, -0.1], [0.0, 0.1, -0.2], [-0.1, 0.0, 0.2], [0.2, -0.1, 0.0]], "nbo_charge": [-0.41, -0.65, 0.63, 0.05, 0.21, -0.82, -0.79, -0.86, -0.64, 0.36, 0.39, 0.41, 0.40, 0.39, 0.38, 0.38, 0.18, 0.20, 0.20]}

***

[3]
{"formula": "C32H33ClMoN4O4Te", "method": "ωB97M-V/def2-TZVPD", "multiplicity": 2, "homo_ha": [-0.6063, -0.6064], "fmax_ev_per_a": 2.3, "lumo_ev": [-10.80, -11.74], "total_charge": 3, "orbital_gap_ha": [0.2095, 0.1748], "elements": ["Mo", "N", "C", "C", "O", "N", "C", "C", "O", "O", "H", "H", "H", "H", "H", "H", "Cl", "C", "C", "C", "C", "N", "C", "H", "H", "H", "H", "C", "C", "C", "C", "C", "C", "Te", "N", "C", "O", "C", "C", "C", "C", "C", "C", "C", "C", "C", "C", "C", "C", "C", "C", "C", "C", "H", "H", "H", "H", "H", "H", "H", "H", "H", "H", "H", "H", "H", "H", "H", "H", "H", "H", "H", "H", "H", "H", "H"], "coordinates": [[-2.328112, 0.073333, 0.597436], [-2.467535, -0.359828, -1.607840], [-3.779310, -0.985197, -1.917979], [-4.223497, -1.821649, -0.724200], [-5.070709, -2.657621, -0.776304], [-3.536065, -1.447245, 0.440097], [-3.867509, -2.213931, 1.645537], [-3.386625, -1.384689, 2.829219], [-3.589234, -1.541947, 3.973246], [-2.613157, -0.351528, 2.305465], [-2.325753, 0.451277, -2.208651], [-1.753427, -1.024388, -1.891013], [-3.742786, -1.625235, -2.797955], [-4.536983, -0.220935, -2.092507], [-3.351636, -3.179190, 1.665679], [-4.934317, -2.435614, 1.704105], [-4.760417, 4.529686, -2.091051], [-4.934532, 3.268933, -0.959562], [-6.113390, 3.094319, -0.236413], [-6.172013, 2.062679, 0.686833], [-5.086409, 1.228664, 0.856019], [-3.950089, 1.378950, 0.138876], [-3.883063, 2.395257, -0.740571], [-6.957491, 3.753581, -0.393585], [-7.065340, 1.896340, 1.272932], [-5.136256, 0.427660, 1.578683], [-2.949087, 2.542222, -1.268937], [6.724512, -3.389118, -0.072585], [5.341060, -2.850098, -0.220975], [4.621681, -2.380442, 0.875724], [3.324598, -1.904554, 0.756449], [2.553834, -1.495847, 1.974611], [2.774825, -1.868888, -0.520679], [0.791917, -1.238045, -1.055277], [-0.359807, -0.492956, 0.465535], [-0.354974, 0.804048, 0.932910], [-1.093923, 1.600444, 0.195885], [0.102166, 1.213703, 2.231888], [0.143838, 2.589638, 2.541309], [0.490582, 2.991124, 3.810786], [0.788402, 2.035346, 4.783163], [0.724615, 0.671161, 4.492342], [0.388721, 0.254697, 3.225680], [1.179471, 0.535927, -2.138686], [0.572046, 0.559014, -3.399137], [0.824634, 1.614165, -4.253300], [1.668030, 2.640249, -3.840427], [2.253176, 2.607093, -2.585007], [2.035359, 1.549498, -1.702613], [2.730182, 1.530293, -0.369535], [3.437593, -2.358984, -1.658691], [2.830415, -2.360292, -3.038991], [4.722954, -2.836035, -1.473242], [7.112588, -3.250308, 0.932948], [7.399577, -2.919645, -0.789421], [6.741325, -4.457126, -0.301697], [5.074789, -2.397901, 1.859360], [3.221075, -1.306106, 2.812909], [1.872963, -2.298901, 2.270293], [1.976230, -0.592039, 1.786107], [-0.075340, 3.313421, 1.766832], [0.524710, 4.043550, 4.056627], [1.064021, 2.355215, 5.779868], [0.923174, -0.053499, 5.270345], [0.291999, -0.797746, 2.997204], [-0.052880, -0.267457, -3.725357], [0.381708, 1.629783, -5.240103], [1.874487, 3.466026, -4.508130], [2.904827, 3.413470, -2.270977], [2.735428, 2.524106, 0.077644], [3.770495, 1.221948, -0.489572], [2.251735, 0.842861, 0.327437], [1.804823, -2.748997, -3.044758], [3.401300, -3.009011, -3.699952], [2.838851, -1.361681, -3.482296], [5.260949, -3.224997, -2.330030]], "forces_ev_per_angstrom": [[-1.1, -0.8, -1.9], [-0.4, -0.2, 0.0], [-0.3, -0.3, 0.1], [0.0, 0.3, -0.6], [0.0, 0.0, 0.2], [-0.2, -0.9, 0.6], [0.1, 0.1, -0.1], [-1.1, -1.4, 0.2], [0.3, 0.3, -0.2], [0.4, 0.7, 1.1], [0.1, 0.2, 0.1], [0.1, 0.0, 0.0], [0.1, 0.0, 0.0], [0.1, 0.1, 0.0], [0.0, 0.0, 0.0], [0.0, 0.1, 0.1], [0.0, 0.0, 0.0], [-0.1, -0.2, 0.2], [0.1, 0.0, -0.1], [0.0, 0.0, 0.0], [-0.2, 0.0, 0.0], [-0.2, 0.6, 0.0], [0.3, 0.2, -0.1], [0.0, 0.0, 0.0], [0.0, 0.0, 0.0], [0.1, -0.1, 0.0], [0.0, 0.0, 0.0], [0.2, -0.1, -0.1], [-0.2, 0.0, 0.0], [0.1, 0.0, -0.1], [-0.2, 0.1, 0.1], [0.2, -0.1, -0.2], [0.0, -0.1, 0.1], [0.5, 0.1, -0.4], [-0.2, 0.2, 0.3], [2.1, 0.7, 0.5], [0.0, 0.6, 0.1], [0.0, 0.0, -0.2], [0.0, 0.0, 0.0], [0.0, 0.1, -0.1], [0.0, -0.1, -0.1], [0.0, 0.0, 0.1], [-0.1, 0.1, 0.1], [-0.1, -0.2, 0.2], [0.0, -0.1, 0.2], [-0.1, 0.0, -0.1], [0.0, 0.0, 0.0], [0.0, 0.0, 0.1], [0.0, -0.1, 0.1], [0.0, 0.1, -0.1], [-0.3, 0.1, -0.1], [0.1, 0.1, 0.1], [0.1, 0.0, 0.2], [0.0, 0.0, 0.0], [0.0, 0.1, 0.1], [-0.1, 0.0, 0.1], [0.0, 0.0, 0.0], [0.0, 0.0, 0.0], [0.0, 0.0, 0.0], [0.2, -0.1, 0.0], [0.0, 0.0, 0.1], [0.0, 0.0, 0.0], [0.0, 0.0, 0.0], [0.0, 0.0, 0.0], [-0.1, 0.1, 0.1], [0.0, 0.0, -0.1], [0.0, 0.0, 0.0], [0.0, 0.0, 0.0], [0.0, 0.0, 0.0], [0.0, 0.0, 0.0], [0.0, -0.1, 0.1], [0.1, 0.0, 0.1], [0.0, 0.0, -0.1], [0.0, 0.0, 0.0], [0.0, 0.0, 0.0], [0.0, 0.0, 0.0]], "mulliken_charge": [-1.10, -0.21, -0.55, 0.41, -0.50, 0.51, -0.62, 0.30, -0.40, -0.43, 0.29, 0.16, 0.55, 0.24, 0.45, 0.41, -0.14, -0.26, -0.17, -0.87, -0.03, 0.43, -0.29, 0.50, 0.49, 0.39, 0.54, -1.55, 0.40, -1.02, 0.36, -0.52, 0.92, 0.63, -0.24, 3.24, -0.69, 0.12, -0.74, -0.91, -0.49, -1.29, 0.00, 1.13, -0.88, -0.94, -0.69, -0.75, 0.70, -1.17, 0.69, -1.89, -0.86, 0.38, 0.39, 0.37, 0.41, 0.44, 0.45, -0.44, 0.59, 0.50, 0.49, 0.54, 0.77, 0.59, 0.51, 0.47, 0.53, 0.54, 0.44, -0.28, 0.32, 0.51, 0.32, 0.50]}

***

[4]
{"formula": "C4H6N3", "method": "ωB97M-V/def2-TZVPD", "multiplicity": 1, "homo_ha": -0.5511, "fmax_ev_per_a": 4.3, "lumo_ev": -5.74, "total_charge": 1, "orbital_gap_ha": 0.3403, "elements": ["C", "C", "C", "C", "N", "N", "N", "H", "H", "H", "H", "H", "H"], "coordinates": [[-0.289344, 1.233969, -0.092022], [-3.035733, -0.462617, -0.025580], [1.261940, -0.562596, 0.420408], [2.644302, -0.274556, -0.083352], [0.297650, 0.212387, 0.274658], [-3.914095, -1.226952, -0.011933], [-1.116693, 2.087536, -0.178889], [1.160633, -1.491943, 0.963530], [2.594932, 0.748812, -0.515015], [2.868551, -0.879253, -0.880168], [3.264356, -0.400938, 0.907609], [-4.624042, -1.847570, -0.064597], [-1.112451, 2.863715, -0.714647]], "forces_ev_per_angstrom": [[-1.2, 0.8, 0.6], [-0.5, -0.6, 0.0], [2.3, -0.6, -0.6], [-1.2, 2.5, 3.3], [-1.4, 0.2, 0.1], [3.0, 2.6, 0.1], [1.0, -3.7, 1.6], [-0.6, -0.1, 0.3], [0.6, -0.4, 0.7], [1.0, -2.1, -1.5], [-0.5, 0.3, -2.3], [-2.5, -2.1, -0.1], [-0.1, 3.4, -2.0]], "nbo_charge": [0.74, 0.24, 0.38, -0.68, -0.44, -0.67, -0.45, 0.23, 0.24, 0.27, 0.28, 0.44, 0.43]}

***

[5]
{"formula": "C13H24ClI2N2P2Pd", "method": "ωB97M-V/def2-TZVPD", "multiplicity": 5, "homo_ha": [-0.5360, -0.6079], "fmax_ev_per_a": 6.4, "lumo_ev": [-11.72, -13.46], "total_charge": 3, "orbital_gap_ha": [0.1055, 0.1132], "elements": ["I", "I", "Pd", "P", "C", "C", "H", "H", "H", "H", "H", "H", "C", "H", "H", "H", "P", "C", "C", "H", "H", "H", "C", "H", "H", "H", "H", "H", "H", "Cl", "N", "C", "N", "C", "C", "C", "C", "C", "C", "H", "H", "H", "H", "H", "H"], "coordinates": [[-1.165191, 0.781370, -4.704598], [-1.324499, -1.657636, -5.139746], [0.993953, -0.541702, -0.098518], [-2.728734, -0.213337, -1.715679], [-3.529390, -0.150298, -0.026542], [-3.852950, 0.919261, -2.673129], [-4.857050, 0.576736, -2.494403], [-4.405614, -1.575499, -2.723484], [-3.638397, 0.843523, -3.751519], [-2.779098, -2.284477, -2.977554], [-2.904321, 0.539460, 0.584882], [-3.694872, 1.950943, -2.338554], [-3.441542, -1.822503, -2.266841], [-4.579129, 0.198651, -0.044338], [-3.463680, -2.546532, -1.462233], [-3.480360, -1.162455, 0.433978], [2.653469, -0.314391, -1.403345], [3.517765, -0.320603, 0.264943], [3.163587, -1.829811, -2.300743], [2.591458, 1.248152, -3.225502], [4.138356, 1.465163, -2.329432], [2.586416, 2.103904, -1.679828], [3.067891, 1.271732, -2.235349], [2.596479, -1.813090, -3.275745], [4.243451, -1.896145, -2.516458], [4.489663, -0.505787, -0.139317], [3.241393, -1.158469, 0.934279], [2.811354, -2.720092, -1.748901], [3.479345, 0.595482, 0.875977], [1.293191, -0.348725, -3.769441], [-0.838279, -0.931212, 3.815922], [-0.677929, -1.383908, 2.549570], [0.044474, -0.489505, 1.845090], [0.254938, 0.612584, 2.675336], [1.024804, 1.741057, 2.404612], [1.419224, 2.501411, 3.514962], [1.131922, 2.091423, 4.821575], [0.316537, 0.997133, 5.085482], [-0.171022, 0.292992, 3.972375], [-1.261324, -1.478103, 4.585601], [-1.063316, -2.315376, 2.195133], [1.212203, 1.988883, 1.379812], [2.000342, 3.418332, 3.350375], [1.507490, 2.681816, 5.656859], [0.076988, 0.639626, 6.094448]], "forces_ev_per_angstrom": [[0.8, 5.7, 0.8], [-0.9, -6.1, -1.7], [-0.4, 0.2, -0.2], [-0.7, -0.3, 0.7], [0.7, 0.3, 0.3], [1.1, 0.0, 0.1], [-0.5, 0.1, 0.1], [0.1, -0.7, 0.2], [-0.3, 0.1, 0.5], [0.1, -0.2, -0.7], [-0.7, -0.3, -0.2], [-0.2, -0.2, -0.2], [0.4, 0.6, -0.1], [0.6, -0.2, 0.0], [-0.5, 0.1, 0.3], [-0.1, 0.7, -0.3], [1.3, 0.2, -2.2], [-1.9, 0.1, 0.8], [-0.3, -0.3, -0.4], [0.7, 0.2, 0.6], [0.1, -0.2, 0.3], [0.4, -0.4, -0.1], [-0.5, 0.5, 0.3], [1.1, -0.3, 1.2], [-0.3, 0.1, 0.4], [1.1, -0.2, 0.0], [0.4, 0.0, -0.4], [0.3, 0.4, 0.0], [0.2, -0.2, -0.7], [-1.4, 0.3, -0.1], [0.0, -1.1, 0.3], [0.6, 2.0, 1.8], [-0.9, 1.2, 0.5], [-0.3, -3.1, -0.1], [0.2, 1.1, 1.0], [0.6, 0.4, -0.5], [0.8, 1.8, -0.6], [-1.9, -2.5, -0.3], [0.0, 0.0, 0.0], [0.2, 0.4, -0.7], [-0.1, -0.4, -0.1], [0.4, 0.4, -0.3], [-0.3, -0.5, 0.2], [-0.1, -0.1, -0.2], [0.3, 0.4, -0.3]], "nbo_charge": [0.48, 0.31, 0.55, 0.77, -0.93, -0.91, 0.25, 0.26, 0.22, 0.22, 0.21, 0.25, -0.92, 0.26, 0.25, 0.23, 1.32, -1.01, -0.99, 0.31, 0.29, 0.26, -0.97, 0.31, 0.30, 0.32, 0.28, 0.27, 0.27, -0.51, -0.44, 0.31, -0.58, 0.21, -0.05, -0.22, -0.04, -0.02, 0.04, 0.48, 0.27, 0.24, 0.28, 0.28, 0.28]}

***

[6]
{"formula": "C7H15N4", "method": "ωB97M-V/def2-TZVPD", "multiplicity": 1, "homo_ha": -0.4630, "smiles": "[H]/N=C1\\N[N@@H+](C)N(C)C(C)=C1C", "fmax_ev_per_a": 4.4, "lumo_ev": -3.25, "total_charge": 1, "orbital_gap_ha": 0.3434, "elements": ["C", "C", "C", "C", "C", "C", "C", "N", "N", "N", "N", "H", "H", "H", "H", "H", "H", "H", "H", "H", "H", "H", "H", "H", "H", "H"], "coordinates": [[-0.369988, -1.301768, -0.144081], [0.385962, -0.486744, 0.530421], [-0.652125, -1.057815, -1.590791], [-0.812022, -2.684633, 0.206072], [1.005565, -0.834060, 1.836897], [2.027853, 1.389304, 0.130098], [-1.500102, 1.645078, -0.772095], [-1.062290, -1.992089, -2.328760], [-0.090982, 0.145977, -2.035006], [0.638754, 0.823979, 0.058785], [-0.097536, 1.191794, -1.077297], [-0.972209, -2.929708, 1.204590], [-0.146905, -3.394771, -0.199131], [-1.730066, -2.757497, -0.384443], [2.077514, -0.885232, 1.531591], [0.889250, -1.826901, 2.204262], [0.970645, -0.117594, 2.665861], [2.659819, 0.820298, -0.548724], [1.809148, 2.455536, -0.280170], [2.246525, 1.457592, 1.149852], [-1.919837, 0.687075, -0.433955], [-1.710364, 2.362897, -0.027244], [-1.977171, 2.081334, -1.688765], [-1.431474, -1.959096, -3.205620], [-0.272757, 0.409358, -2.980091], [0.468524, 2.032245, -1.319622]], "forces_ev_per_angstrom": [[-1.0, -2.0, -1.9], [0.0, 1.2, 1.5], [0.8, -0.8, 0.0], [-1.0, 1.1, -1.2], [2.4, 0.8, -0.5], [-3.0, 1.4, -3.0], [-1.3, -1.5, -1.3], [0.3, 0.1, 3.6], [0.5, 0.5, -0.6], [0.4, -0.4, 1.9], [0.5, 1.8, 0.4], [-0.3, 0.1, 1.8], [0.9, -0.9, -0.6], [0.0, -0.7, 0.6], [-0.2, 0.2, 0.6], [-0.9, -0.7, 0.0], [-0.4, 0.0, -0.4], [0.6, 0.2, 0.4], [1.2, -1.4, 0.8], [0.9, 0.0, 1.2], [-0.7, 0.6, -0.4], [1.1, 0.9, 1.2], [0.6, -1.0, 0.5], [-0.5, 0.8, -3.2], [-0.2, 0.5, -0.5], [-0.6, -0.7, -1.1]], "nbo_charge": [-0.14, 0.21, 0.40, -0.63, -0.66, -0.39, -0.44, -0.65, -0.47, -0.27, -0.05, 0.22, 0.24, 0.25, 0.23, 0.26, 0.24, 0.22, 0.19, 0.25, 0.24, 0.25, 0.24, 0.38, 0.41, 0.46]}